(1)
Molecular formula: C5H8O
Method: DFT, wB97M-V/def2-TZVPD

Output
E_LUMO, eV: 1.13
Gap between HOMO and LUMO, eV: 10.97
Energy above the lowest of the compared OMol25 structures with the same formula, charge and spin, kcal per mole: 39.11
HOMO, Eh: -0.3615

Geometry as ORCA input:
```
! wB97M-V def2-TZVPD RIJCOSX def2/J DEFGRID3
* xyz 0 1
C 0.15210 -0.67370 -1.03212
C 1.07403 -0.64576 0.21624
C 0.42629 0.59005 0.84375
C -1.09552 0.35054 0.77863
C -0.66962 0.55709 -0.67573
H -0.45876 -1.53859 -1.16663
H 0.69922 -0.57119 -1.96560
H 1.05576 -1.59814 0.74549
H 2.12567 -0.38851 -0.05309
H 0.90862 1.04513 1.71391
H -1.67597 1.13558 1.21238
H -1.49677 -0.66392 1.10928
H -1.38313 0.89962 -1.46660
O 0.33806 1.50178 -0.25992
*
```

(2)
Molecular formula: C5H12N3
Method: DFT, wB97M-V/def2-TZVPD

Output
E_LUMO (spin up / spin down), eV: -4.20 / -4.20
Gap between HOMO and LUMO (spin up / spin down), eV: 7.99 / 7.99
Energy above the lowest of the compared OMol25 structures with the same formula, charge and spin, kcal per mole: 96.81
HOMO (spin up / spin down), Eh: -0.4477 / -0.4478

Geometry as ORCA input:
```
! wB97M-V def2-TZVPD RIJCOSX def2/J DEFGRID3
* xyz 1 1
C -0.03177 0.20551 0.03304
C 1.31867 -1.79252 -1.08966
C 0.43924 0.09512 -2.31722
C -0.36878 -0.51972 2.27847
C -1.43131 1.51128 1.48998
N 1.60432 -0.80331 -1.98355
N -0.07872 0.73763 -1.16893
N -0.58166 0.33236 1.18423
H 2.15970 -2.39575 -0.67968
H 0.40117 -2.33948 -1.06412
H 0.77964 0.91085 -3.07607
H -0.28983 -0.48168 -2.89894
H 0.52467 -1.03783 2.29971
H -0.60166 -0.04268 3.26102
H -1.17139 -1.24155 2.29586
H -0.92734 2.16074 2.23096
H -1.48241 2.00348 0.52676
H -2.39851 1.41567 1.91028
H 2.57593 -0.39167 -1.91994
H -0.43997 1.67355 -1.31220
*
```

(3)
Molecular formula: C5H6O
Method: DFT, wB97M-V/def2-TZVPD

Output
E_LUMO, eV: 0.92
Gap between HOMO and LUMO, eV: 10.80
Energy above the lowest of the compared OMol25 structures with the same formula, charge and spin, kcal per mole: 41.48
SMILES string: C#CCCC=O
HOMO, Eh: -0.3630

Geometry as ORCA input:
```
! wB97M-V def2-TZVPD RIJCOSX def2/J DEFGRID3
* xyz 0 1
O 1.17725 2.34333 0.35708
C 0.74873 1.57697 1.18657
C 0.19326 0.21274 0.87735
C 0.19272 -0.12585 -0.61567
C -0.69348 -1.26619 -0.86142
C -1.47189 -2.17986 -0.95829
H 0.72682 1.85717 2.26179
H -0.82939 0.17088 1.27576
H 0.75838 -0.53377 1.45172
H -0.14174 0.74595 -1.18874
H 1.21121 -0.34080 -0.95845
H -2.16752 -2.98494 -1.04393
*
```

(4)
Molecular formula: C40H51F6N6O4P2RbS2
Method: DFT, wB97M-V/def2-TZVPD

Output
E_LUMO, eV: 3.13
Gap between HOMO and LUMO, eV: 4.93
Energy above the lowest of the compared OMol25 structures with the same formula, charge and spin, kcal per mole: 15.15
HOMO, Eh: -0.0662

Geometry as ORCA input:
```
! wB97M-V def2-TZVPD RIJCOSX def2/J DEFGRID3
* xyz -2 1
Rb -1.51896 -1.99407 -0.70920
C -5.46063 1.23515 -1.39498
P -3.75931 0.98783 -0.72596
C -3.13866 2.71171 -0.93169
C -4.13458 1.08926 1.08645
C -5.01490 -0.06005 1.58820
P -4.14854 -1.69990 1.46573
C -3.58591 -1.89119 3.20188
C -5.58862 -2.82671 1.43429
H -5.98980 2.04419 -0.88260
H -6.03783 0.31398 -1.30935
H -5.38970 1.47533 -2.45728
H -3.88147 3.44737 -0.61065
H -2.87519 2.90793 -1.97156
H -2.23597 2.84335 -0.33195
H -4.60353 2.06012 1.28760
H -3.17096 1.08351 1.60847
H -5.93028 -0.11822 0.99280
H -5.32548 0.12318 2.62274
H -4.40738 -1.77661 3.91600
H -2.79740 -1.16611 3.40825
H -3.12632 -2.87394 3.31485
H -6.30113 -2.63182 2.24194
H -5.22559 -3.85511 1.49415
H -6.08458 -2.75482 0.46462
C -5.20927 -2.71230 -2.81646
C -4.90086 -3.85810 -1.90002
C -5.73065 -4.91040 -1.53228
C -4.96585 -5.70494 -0.63633
C -3.73268 -5.07285 -0.53166
C -2.55967 -5.46404 0.31604
N -3.68355 -3.95186 -1.30127
H -6.23609 -2.77643 -3.18598
H -4.54255 -2.69151 -3.68535
H -5.09261 -1.74773 -2.30823
H -6.74704 -5.07770 -1.86605
H -5.27015 -6.61200 -0.12954
H -2.77031 -6.37957 0.87383
H -2.30359 -4.68767 1.04574
H -1.66053 -5.64227 -0.28408
O 1.04378 -2.17903 -2.12788
C 2.06150 -1.54633 -2.31412
C 2.63103 -0.54766 -1.34337
C 3.94723 -1.15605 -0.78969
C 4.06726 -2.69453 -0.84442
C 4.50241 -3.29418 -2.19419
C 3.44241 -3.21331 -3.29462
N 2.91330 -1.84798 -3.37980
H 1.90245 -0.37372 -0.55717
H 2.82902 0.40597 -1.83737
H 4.04043 -0.84488 0.25159
H 4.80515 -0.72513 -1.31616
H 3.13032 -3.16035 -0.52277
H 4.81250 -2.98423 -0.09965
H 4.78521 -4.34076 -2.04687
H 5.40579 -2.77329 -2.53599
H 2.60007 -3.86934 -3.07920
H 3.85571 -3.50621 -4.26119
H 3.67206 -1.17830 -3.43275
C 0.95408 2.77602 -0.90074
C 0.18781 1.67745 -1.26310
N -0.27774 0.77468 -0.39433
C 0.00064 0.97423 0.89612
C 0.70735 2.08362 1.37485
C 1.21272 2.98162 0.43954
C 0.91943 2.15064 2.82214
C 1.14346 3.15920 3.67667
C 1.13459 4.61400 3.49089
C 1.67159 5.43058 4.49019
C 1.60020 6.79477 4.31013
N 1.04129 7.35129 3.23552
C 0.56071 6.49070 2.34240
N 0.57155 5.16704 2.41186
H 1.32285 3.43262 -1.67665
H -0.04734 1.51624 -2.31216
H -0.33964 0.18270 1.56518
H 1.80949 3.82526 0.75252
H 0.88572 1.17364 3.29407
H 1.32502 2.86695 4.70633
H 2.12622 5.00211 5.37319
H 2.00383 7.47581 5.05266
H 0.10807 6.91811 1.45412
C 1.92344 -1.82753 2.15818
C 0.56188 -2.37794 2.64900
O -0.47219 -1.98265 1.91268
C 0.68198 -3.93309 2.62655
F 0.97906 -4.35216 1.38058
F -0.44448 -4.55847 2.98957
F 1.66597 -4.43099 3.42801
C 0.38321 -1.93806 4.12963
F 1.46076 -2.16852 4.92106
F -0.66653 -2.51493 4.73798
F 0.17088 -0.60260 4.19287
H 1.92728 -1.99591 1.08444
H 2.79277 -2.30705 2.61485
H 1.97993 -0.75105 2.33417
O 5.46869 5.35082 -4.41321
S 4.07939 6.36092 -4.47592
O 3.94829 6.88170 -3.11444
N 2.91917 5.29254 -4.78827
C 2.91076 4.06040 -4.30521
S 1.59567 3.02420 -4.51844
C 4.10065 3.58048 -3.53615
C 4.03677 2.45768 -2.71083
C 5.14619 1.99447 -2.02908
C 6.36576 2.65093 -2.17221
C 6.45542 3.77324 -2.97222
C 5.32641 4.24193 -3.64032
H 3.08063 1.95678 -2.63895
H 5.06566 1.12523 -1.38691
H 7.24335 2.29402 -1.64615
H 7.38184 4.32069 -3.08813
*
```

(5)
Molecular formula: C5H7NO
Method: DFT, wB97M-V/def2-TZVPD

Output
E_LUMO, eV: 0.45
Gap between HOMO and LUMO, eV: 9.09
Energy above the lowest of the compared OMol25 structures with the same formula, charge and spin, kcal per mole: 93.44
HOMO, Eh: -0.3177

Geometry as ORCA input:
```
! wB97M-V def2-TZVPD RIJCOSX def2/J DEFGRID3
* xyz 0 1
C 1.84107 0.90643 0.59775
C 1.02297 0.08198 -0.33892
N -0.95312 0.59621 0.07864
C -0.10228 -0.58488 0.35741
C -1.00380 -1.37555 -0.61554
C -1.63315 -0.02209 -0.97224
O -2.41246 0.40791 -1.77505
H 2.76345 0.30606 0.67702
H 1.47032 1.08153 1.62288
H 2.15573 1.85227 0.14412
H -0.88475 1.56451 0.36411
H -0.04916 -0.89395 1.40931
H -1.73223 -2.02968 -0.12684
H -0.48261 -1.89074 -1.42265
*
```

(6)
Molecular formula: C19H9Cl4N2O6
Method: DFT, wB97M-V/def2-TZVPD

Output
E_LUMO, eV: 0.55
Gap between HOMO and LUMO, eV: 4.59
HOMO, Eh: -0.1483

Geometry as ORCA input:
```
! wB97M-V def2-TZVPD RIJCOSX def2/J DEFGRID3
* xyz -1 1
Cl -0.73467 5.13557 2.29837
C -0.00615 3.58880 2.24117
C -0.75789 2.47118 1.96119
Cl -2.47025 2.53104 1.87106
C -0.17698 1.12006 2.17762
O -0.65035 0.34858 3.03467
C 1.31406 1.07367 1.81945
O 1.83520 0.14579 1.20878
C 2.04354 2.23407 2.32868
Cl 3.71629 2.03856 2.55075
C 1.40659 3.44811 2.52806
Cl 2.29558 4.80502 3.06491
C -0.81071 -0.24250 0.31098
C -0.69609 0.46694 -0.93477
C -1.56920 1.55774 -1.22443
C -1.53949 2.22715 -2.42664
C -0.62005 1.81901 -3.40733
N -0.56278 2.48401 -4.66265
O 0.26918 2.07489 -5.50624
O -1.31744 3.45660 -4.88039
C 0.29530 0.77578 -3.15935
C 0.26570 0.12763 -1.94241
C -0.39239 -1.63105 0.40383
C -0.35513 -2.55281 -0.70193
C 0.06208 -3.86393 -0.55758
C 0.38080 -4.34891 0.72705
N 0.83685 -5.68138 0.91595
O 1.16367 -6.02711 2.07521
O 0.91308 -6.44707 -0.07297
C 0.29710 -3.49999 1.84573
C -0.10076 -2.19164 1.68273
H -1.66831 0.02469 0.94547
H -2.27653 1.87246 -0.46960
H -2.22886 3.04317 -2.64482
H 0.98733 0.48368 -3.94471
H 0.99884 -0.65597 -1.74589
H -0.66030 -2.21973 -1.69481
H 0.13424 -4.54114 -1.40377
H 0.54361 -3.89325 2.82965
H -0.16473 -1.55773 2.55895
*
```

(7)
Molecular formula: C11H7N3O
Method: DFT, wB97M-V/def2-TZVPD

Output
E_LUMO, eV: -0.37
Gap between HOMO and LUMO, eV: 8.23
Energy above the lowest of the compared OMol25 structures with the same formula, charge and spin, kcal per mole: 0.00
SMILES string: C1=CC[C@]2(N=C1)c1cnc3ncoc3c12
HOMO, Eh: -0.3163

Geometry as ORCA input:
```
! wB97M-V def2-TZVPD RIJCOSX def2/J DEFGRID3
* xyz 0 1
C 2.10346 -0.67363 -0.98131
C 0.29105 -4.25660 0.70460
C 0.99875 -0.10445 -0.39123
C 0.03260 -0.81828 0.27908
C 0.17601 -2.16049 0.39242
C 1.37240 -2.68957 -0.20718
C -1.42456 3.25033 0.60726
C -1.69105 2.67913 -0.56962
C -0.44409 2.64338 1.47969
C -0.95321 1.46444 -1.04540
C 0.02101 0.95514 0.00202
N 2.27073 -1.98697 -0.86389
N 1.36862 -4.03902 0.04180
N 0.22128 1.58806 1.19278
O -0.49385 -3.19091 0.96015
H 2.86712 -0.15004 -1.53689
H -0.02276 -5.21334 1.07583
H -1.93586 4.13850 0.94322
H -2.44321 3.06493 -1.24369
H -0.25255 3.08442 2.44781
H -1.67465 0.69493 -1.33619
H -0.38726 1.72005 -1.95124
*
```

Calculated values (eV) of E_tot for the records, taken in order: -7360.5593, -9840.0138, -7327.4856, -116650.9889, -8832.1507, -85198.2131, -18033.9500.